No. 1
155
Properties=species:S:1:pos:R:3 method="wB97M-V/def2-TZVPD" lumo_ev=-2.684 homo_lumo_gap_ha=0.3076 energy_ev=-68207.2391 spin_multiplicity=1 largest_force_ev_per_a=7.47 charge=+1
C 1.97 -2.98 2.27
N 1.67 -2.44 3.56
N 2.03 -3.46 4.39
C 2.54 -4.61 3.71
S 3.07 -6.15 4.57
C 3.14 -7.55 3.36
C 1.86 -8.52 3.41
C 0.57 -7.69 2.98
C -0.82 -8.30 3.56
C -1.94 -7.19 3.27
C -2.56 -6.52 4.59
N -3.11 -5.18 4.14
C -4.09 -5.32 3.01
C -3.67 -6.36 1.87
N -3.09 -7.65 2.44
O 2.53 -4.29 2.33
H 1.75 -2.34 1.36
H 3.37 -7.19 2.30
H 4.04 -8.20 3.67
H 2.06 -9.34 2.63
H 1.72 -9.05 4.41
H 0.58 -6.60 3.33
H 0.46 -7.66 1.84
H -0.74 -8.49 4.68
H -1.08 -9.30 3.04
H -1.45 -6.33 2.68
H -3.37 -7.13 5.10
H -1.68 -6.34 5.32
H -2.27 -4.62 3.89
H -3.52 -4.69 4.96
H -5.11 -5.68 3.41
H -4.23 -4.26 2.57
H -4.61 -6.63 1.29
H -2.92 -5.91 1.12
H -2.73 -8.19 1.65
C 1.72 0.49 4.14
C 1.30 1.16 2.83
C 2.41 2.01 2.21
C 2.87 3.20 3.05
C 1.77 4.19 3.44
C 1.13 4.87 2.24
H 1.96 1.23 4.91
H 0.91 -0.13 4.52
H 2.59 -0.15 3.99
H 0.40 1.76 3.00
H 1.02 0.37 2.12
H 2.06 2.37 1.23
H 3.28 1.37 2.01
H 3.65 3.73 2.50
H 3.35 2.83 3.97
H 2.21 4.96 4.08
H 1.00 3.70 4.04
H 1.88 5.41 1.64
H 0.38 5.60 2.57
H 0.62 4.15 1.59
C -1.73 -3.07 1.33
C -1.28 -1.90 0.46
C -2.11 -0.63 0.68
C -3.59 -0.75 0.33
C -3.89 -1.17 -1.12
C -3.38 -0.17 -2.15
H -2.76 -3.37 1.09
H -1.08 -3.93 1.16
H -1.69 -2.81 2.39
H -1.30 -2.19 -0.59
H -0.24 -1.67 0.71
H -1.66 0.19 0.11
H -2.03 -0.33 1.74
H -4.07 0.22 0.52
H -4.08 -1.46 1.00
H -4.97 -1.27 -1.23
H -3.46 -2.16 -1.32
H -3.82 0.82 -1.99
H -3.64 -0.50 -3.15
H -2.29 -0.07 -2.11
C 1.32 0.83 -1.95
C 1.94 1.68 -3.06
C 0.98 1.92 -4.23
C 0.54 0.66 -4.98
C 1.67 -0.19 -5.56
C 2.49 0.54 -6.61
H 1.07 -0.17 -2.30
H 2.04 0.73 -1.13
H 0.42 1.30 -1.56
H 2.86 1.21 -3.41
H 2.22 2.65 -2.64
H 1.46 2.61 -4.94
H 0.09 2.43 -3.86
H -0.13 0.96 -5.80
H -0.07 0.03 -4.32
H 1.23 -1.08 -6.03
H 2.32 -0.56 -4.77
H 1.86 0.87 -7.44
H 3.26 -0.13 -7.02
H 3.00 1.41 -6.19
C -4.34 -0.69 9.71
C -3.73 0.15 8.59
C -4.68 0.39 7.42
C -5.13 -0.87 6.68
C -4.01 -1.72 6.10
C -3.18 -0.99 5.04
H -4.60 -1.70 9.36
H -3.63 -0.80 10.53
H -5.25 -0.22 10.10
H -2.80 -0.32 8.24
H -3.44 1.12 9.01
H -4.21 1.08 6.72
H -5.58 0.91 7.79
H -5.80 -0.56 5.86
H -5.74 -1.49 7.34
H -4.45 -2.61 5.63
H -3.35 -2.08 6.89
H -3.81 -0.65 4.21
H -2.41 -1.66 4.64
H -2.67 -0.12 5.46
C 6.19 6.72 -2.69
C 7.00 5.55 -3.22
C 6.84 5.33 -4.73
C 5.42 4.99 -5.19
C 4.81 3.74 -4.54
C 5.57 2.46 -4.85
H 5.11 6.57 -2.83
H 6.37 6.86 -1.62
H 6.47 7.65 -3.20
H 6.73 4.64 -2.67
H 8.06 5.74 -3.01
H 7.53 4.54 -5.04
H 7.16 6.23 -5.25
H 5.44 4.85 -6.28
H 4.76 5.84 -5.01
H 3.78 3.63 -4.91
H 4.73 3.87 -3.46
H 5.63 2.29 -5.93
H 5.07 1.60 -4.39
H 6.59 2.50 -4.45
C 0.48 5.73 -6.29
C -0.99 6.05 -6.50
C -1.92 4.88 -6.14
C -1.73 3.61 -6.97
C -1.89 3.79 -8.48
C -3.29 4.24 -8.89
H 0.82 4.91 -6.93
H 1.09 6.61 -6.53
H 0.68 5.46 -5.25
H -1.16 6.36 -7.54
H -1.26 6.91 -5.88
H -2.95 5.22 -6.22
H -1.77 4.63 -5.08
H -2.44 2.86 -6.62
H -0.73 3.19 -6.77
H -1.68 2.83 -8.96
H -1.15 4.49 -8.87
H -4.04 3.52 -8.55
H -3.36 4.31 -9.97
H -3.53 5.22 -8.47

No. 2
6
Properties=species:S:1:pos:R:3 method="wB97M-V/def2-TZVPD" lumo_ev=-1.276 homo_lumo_gap_ha=0.2770 energy_ev=-26255.7126 spin_multiplicity=1 largest_force_ev_per_a=5.39
C -0.22 0.95 -0.18
N 2.61 0.09 0.09
O 3.72 0.51 0.13
S 1.18 1.58 0.00
S 1.95 -1.34 -0.05
H -0.67 0.07 -0.03

No. 3
58
Properties=species:S:1:pos:R:3 method="wB97M-V/def2-TZVPD" lumo_ev=0.626 homo_lumo_gap_ha=0.3494 energy_ev=-30410.7693 spin_multiplicity=1 smiles="Cc1ccc(CCNC(=O)[C@H]2CCC(=O)N(CC3CCCCC3)C2)cc1" largest_force_ev_per_a=0.67
C 7.38 1.98 0.94
C 6.41 1.02 0.31
C 5.24 1.48 -0.29
C 4.36 0.59 -0.89
C 4.63 -0.77 -0.91
C 3.65 -1.74 -1.51
C 2.81 -2.40 -0.41
N 2.05 -1.42 0.33
C 0.70 -1.37 0.33
O 0.01 -2.22 -0.20
C 0.13 -0.17 1.09
C 0.67 1.16 0.54
C -0.47 2.16 0.33
C -1.47 1.54 -0.63
O -1.81 2.07 -1.67
N -1.90 0.33 -0.22
C -2.71 -0.48 -1.09
C -4.21 -0.47 -0.76
C -4.77 0.95 -0.73
C -6.28 0.93 -0.52
C -6.64 0.19 0.76
C -6.07 -1.23 0.74
C -4.55 -1.19 0.55
C -1.41 -0.21 1.02
C 5.80 -1.22 -0.32
C 6.68 -0.34 0.28
H 8.18 2.20 0.25
H 6.88 2.91 1.21
H 7.82 1.54 1.84
H 5.02 2.53 -0.29
H 3.47 0.97 -1.36
H 2.99 -1.23 -2.21
H 4.18 -2.53 -2.05
H 2.09 -3.10 -0.84
H 3.46 -2.94 0.28
H 2.58 -0.66 0.74
H 0.42 -0.29 2.14
H 1.15 0.99 -0.43
H 1.42 1.58 1.21
H -0.09 3.09 -0.11
H -0.95 2.40 1.28
H -2.33 -1.51 -1.07
H -2.58 -0.08 -2.10
H -4.71 -1.02 -1.58
H -4.52 1.47 -1.65
H -4.30 1.50 0.09
H -6.75 0.42 -1.37
H -6.67 1.95 -0.48
H -7.72 0.15 0.88
H -6.23 0.73 1.62
H -6.53 -1.79 -0.07
H -6.31 -1.74 1.68
H -4.15 -2.20 0.53
H -4.10 -0.65 1.38
H -1.82 0.35 1.87
H -1.73 -1.25 1.10
H 6.03 -2.28 -0.33
H 7.58 -0.71 0.74

No. 4
24
Properties=species:S:1:pos:R:3 method="wB97M-V/def2-TZVPD" lumo_ev="-2.958 / -5.226" homo_lumo_gap_ha="0.2301 / 0.3321" energy_ev=-10006.6617 s_squared=2.01 spin_multiplicity=3 largest_force_ev_per_a=5.48 charge=+1
C 1.71 -1.13 0.65
C -1.92 -2.45 -2.02
C 0.03 2.26 0.20
C 1.63 1.64 1.90
C 0.59 -0.19 0.41
C -2.26 -1.34 -1.11
N 1.09 1.25 0.56
O -2.67 -0.23 -1.56
H 2.73 -0.72 0.55
H 1.69 -1.93 -0.01
H 1.69 -1.56 1.63
H -0.82 -2.63 -1.71
H -2.42 -3.34 -1.96
H -2.09 -2.07 -3.16
H -0.60 1.92 -0.71
H -0.75 2.60 1.02
H 0.56 3.11 -0.22
H 0.86 1.61 2.63
H 2.41 1.05 2.26
H 1.90 2.72 1.91
H -0.23 -0.40 1.22
H -1.72 -1.32 -0.17
H 1.93 1.37 -0.03
H -3.33 -0.23 -2.28

No. 5
9
Properties=species:S:1:pos:R:3 method="wB97M-V/def2-TZVPD" lumo_ev=-1.518 homo_lumo_gap_ha=0.2652 energy_ev=-85976.6928 spin_multiplicity=1 smiles="C=N/N=C/SBr" largest_force_ev_per_a=7.60
C -1.51 -1.46 -0.93
N -1.10 -0.45 -0.27
N 0.07 0.03 0.11
C 0.59 0.62 1.10
S 2.08 1.70 0.99
Br 2.90 2.77 -0.91
H -0.80 -2.33 -1.07
H -2.46 -1.45 -1.20
H 0.23 0.57 2.18

No. 6
41
Properties=species:S:1:pos:R:3 method="wB97M-V/def2-TZVPD" lumo_ev="-3.849 / -5.538" homo_lumo_gap_ha="0.2678 / 0.2340" energy_ev=-70137.0715 s_squared=6.07 spin_multiplicity=5 largest_force_ev_per_a=1.85 charge=+1
Pd -0.63 0.08 0.43
O 2.56 -2.24 2.24
C 1.79 -1.27 1.79
O 0.78 -1.49 1.14
C 2.35 0.10 2.12
O 1.49 1.14 1.74
C 0.78 1.74 2.83
C -0.43 0.95 3.31
O -0.72 0.99 4.49
O -1.12 0.29 2.42
H 2.17 -3.10 2.01
H 2.58 0.12 3.19
H 3.29 0.19 1.58
H 1.45 1.89 3.68
H 0.45 2.71 2.48
Cl -2.80 5.70 -6.28
C -2.06 4.25 -5.71
C -3.00 3.17 -5.48
C -2.90 1.93 -5.08
Cl -1.99 1.41 -2.24
C -0.17 1.91 -4.86
O 0.54 1.03 -4.45
C 0.17 3.29 -5.08
Cl 1.80 3.72 -4.76
C -0.70 4.29 -5.50
H -4.06 3.36 -5.70
H -0.25 5.26 -5.66
C -3.04 -2.09 0.27
C -1.13 -1.42 -1.01
C 0.01 -1.83 -1.87
C -1.58 1.60 -0.38
O -1.69 -2.29 -0.24
H -3.52 -1.29 -0.28
H -2.96 -1.85 1.33
H -3.56 -3.03 0.12
H -0.26 -2.78 -2.32
H 0.92 -1.96 -1.28
H 0.19 -1.10 -2.65
H -3.21 1.01 -2.13
H -1.25 1.64 -5.10
H -1.96 2.61 -0.21

No. 7
17
Properties=species:S:1:pos:R:3 method="wB97M-V/def2-TZVPD" lumo_ev=0.231 homo_lumo_gap_ha=0.3488 energy_ev=-11375.5522 spin_multiplicity=1 largest_force_ev_per_a=5.58
C 3.14 -0.78 -0.20
C 3.37 0.64 -0.13
C 1.77 -0.95 -0.24
C -1.20 -0.01 -0.40
C 0.00 0.75 0.21
C -2.58 0.18 0.19
N 2.24 1.31 0.00
N 1.29 0.37 -0.13
O -1.01 0.95 -1.33
H 3.89 -1.65 -0.42
H 4.36 1.09 -0.27
H 1.10 -1.79 -0.17
H -0.93 -1.10 -0.64
H -0.24 1.70 0.48
H -3.15 -0.21 -0.58
H -2.95 1.26 0.19
H -2.88 -0.33 1.02

No. 8
95
Properties=species:S:1:pos:R:3 method="wB97M-V/def2-TZVPD" lumo_ev="3.825 / 2.579" homo_lumo_gap_ha="0.2376 / 0.1918" energy_ev=-185083.3615 s_squared=0.76 spin_multiplicity=2 largest_force_ev_per_a=0.58 charge=-2
K 0.14 -0.21 0.84
Cl 3.14 0.45 -3.45
C 3.13 -1.03 -2.53
C 4.15 -1.95 -2.75
C 4.20 -3.11 -2.03
Cl 5.50 -4.26 -2.35
C 3.24 -3.39 -1.03
C 3.23 -4.57 -0.24
C 2.26 -4.74 0.71
C 1.29 -3.74 0.87
N 1.26 -2.64 0.15
C 2.20 -2.45 -0.80
C 2.11 -1.20 -1.57
O 1.19 -0.37 -1.36
H 4.89 -1.74 -3.50
H 4.00 -5.31 -0.40
H 2.23 -5.63 1.33
H 0.52 -3.86 1.63
N -2.85 -0.20 -0.85
N -2.69 -1.47 -0.25
C -2.47 -2.57 -0.98
N -2.26 -3.69 -0.25
S -2.53 -2.61 -2.66
H -2.66 0.47 -0.11
H -3.82 -0.09 -1.13
H -2.75 -1.53 0.76
H -2.02 -3.64 0.73
H -1.98 -4.50 -0.76
I -1.66 -2.34 3.28
I -1.50 -5.56 3.05
C -0.49 1.19 8.41
C 0.18 0.64 7.19
C 0.49 -0.72 7.09
C 1.04 -1.25 5.94
C 1.28 -2.74 5.89
C 1.31 -0.40 4.85
C 1.84 -0.99 3.61
O 2.03 -0.41 2.57
C 1.02 0.98 4.94
C 1.23 1.95 3.81
C 0.47 1.46 6.12
H -0.25 0.61 9.30
H -1.58 1.18 8.26
H -0.21 2.23 8.58
H 0.26 -1.38 7.92
H 1.01 -3.19 6.84
H 2.33 -2.99 5.69
H 0.67 -3.22 5.12
H 2.05 -2.07 3.66
H 2.22 1.87 3.36
H 1.08 2.97 4.17
H 0.52 1.78 3.00
H 0.21 2.52 6.18
C -0.63 0.90 -3.41
Ge -0.57 2.49 -2.30
C 0.37 3.97 -3.16
C 1.75 4.12 -3.08
C 2.39 5.17 -3.74
C 1.64 6.08 -4.48
C 0.26 5.94 -4.56
C -0.37 4.89 -3.90
C -2.36 3.11 -1.81
C -3.43 2.41 -2.32
C -4.76 2.76 -2.01
C -5.01 3.82 -1.18
C -3.94 4.59 -0.65
C -4.20 5.68 0.21
C -3.18 6.42 0.72
C -1.84 6.10 0.39
C -1.57 5.04 -0.43
C -2.61 4.24 -0.97
H -1.20 1.16 -4.30
H -1.11 0.07 -2.89
H 0.39 0.62 -3.68
H 2.34 3.42 -2.51
H 3.46 5.28 -3.66
H 2.14 6.90 -4.99
H -0.32 6.65 -5.13
H -1.45 4.81 -3.95
H -3.25 1.53 -2.94
H -5.58 2.17 -2.41
H -6.03 4.09 -0.91
H -5.23 5.89 0.49
H -3.38 7.24 1.40
H -1.03 6.68 0.80
H -0.54 4.81 -0.64
N 0.99 2.46 0.37
C 0.38 2.32 -0.60
N -2.03 1.29 1.68
C -2.61 1.83 2.52
C -3.35 2.49 3.51
C -4.40 3.34 3.11
N -5.27 4.04 2.80
C -3.08 2.28 4.88
N -2.88 2.13 6.01

No. 9
90
Properties=species:S:1:pos:R:3 method="wB97M-V/def2-TZVPD" lumo_ev="-1.165 / -1.166" homo_lumo_gap_ha="0.2157 / 0.2388" energy_ev=-229584.0148 s_squared=0.79 spin_multiplicity=2 largest_force_ev_per_a=3.77
Cd -0.02 -2.23 0.56
C -2.69 -0.38 1.43
C -1.83 0.24 0.36
C -1.79 1.65 0.45
C -1.40 2.56 -0.47
C -1.15 3.91 -0.10
C -1.95 4.48 0.97
C -1.66 5.72 1.48
C -0.78 6.60 0.70
C 0.58 5.61 0.43
S 1.69 -0.31 0.38
C 0.01 4.60 -0.60
N -1.20 -0.46 -0.57
H -3.64 0.18 1.37
H -2.35 -0.23 2.48
H -2.90 -1.45 1.25
H -1.87 2.01 1.50
H -1.40 2.33 -1.54
H -2.77 3.95 1.37
H -2.16 6.10 2.37
H -1.27 6.91 -0.23
C 1.51 4.56 -4.62
C 0.36 5.24 -4.20
C -0.19 5.10 -2.99
C 0.51 4.49 -1.94
C 1.78 3.88 -2.29
C 2.14 3.82 -3.59
Ge 0.34 0.46 -1.38
C 1.30 6.99 0.36
C 0.27 7.69 1.23
C 0.39 9.14 1.12
C 1.52 9.73 0.56
C 2.50 8.96 -0.10
C 2.35 7.56 -0.26
C 1.13 4.86 1.64
C 1.55 5.37 2.88
C 1.36 4.56 4.01
C 1.18 3.20 3.83
C 1.24 2.58 2.60
C 1.28 3.45 1.47
H 1.77 4.46 -5.71
H -0.14 5.87 -4.96
H -1.20 5.49 -2.88
H 2.39 3.44 -1.53
H 2.94 3.13 -3.81
H 0.42 7.39 2.31
H -0.27 9.88 1.52
H 1.68 10.86 0.49
H 3.41 9.32 -0.57
H 3.01 6.95 -0.83
H 1.96 6.37 3.01
H 1.30 4.98 5.01
H 1.01 2.54 4.67
H 1.29 1.51 2.54
H 1.47 3.02 0.48
F -1.72 -8.68 -0.84
C -2.48 -7.64 -0.41
C -1.99 -6.35 -0.31
C -2.85 -5.29 0.03
F -2.40 -4.04 -0.09
C -4.17 -5.52 0.35
F -5.00 -4.54 0.71
C -4.70 -6.83 0.23
F -6.00 -7.07 0.30
C -3.81 -7.88 -0.16
F -4.26 -9.11 -0.47
Ge -0.09 -5.97 -0.33
S 0.85 -4.01 -0.82
C 0.56 -6.83 1.39
C 0.46 -6.13 2.58
F -0.31 -4.99 2.70
C 1.14 -6.46 3.76
F 1.22 -5.66 4.85
C 1.98 -7.61 3.72
F 2.58 -8.04 4.87
C 2.07 -8.42 2.56
F 2.82 -9.60 2.57
C 1.31 -8.06 1.46
F 1.17 -8.89 0.41
C 0.44 -6.57 -2.15
C 1.78 -6.90 -2.43
F 2.68 -7.10 -1.37
C 2.15 -7.26 -3.70
F 3.40 -7.74 -3.96
C 1.27 -7.12 -4.80
F 1.69 -7.50 -6.01
C 0.01 -6.57 -4.56
F -0.80 -6.21 -5.55
C -0.38 -6.29 -3.22
F -1.59 -5.75 -3.01